No. 1
Density functional theory data (ωB97M-V with the def2-TZVPD basis set) for a cluster of 3 separate species, C3H4O3 in total at a distorted geometry.

Properties
Electronic energy (hartree): -342.35858
Relative energy (zero: lowest compared OMol25 entry of this formula, charge and spin) (kJ/mol): 255.6
Kohn-Sham gap (eV): 10.981
LUMO energy (eV): 0.625

Cartesian coordinates (Å):
O: 2.65927 -0.07477 -0.39835
C: 1.52762 -0.04487 -0.30373
O: 0.70102 2.60430 -0.07813
C: -0.47813 2.36101 -0.05423
C: -0.58468 -2.33059 0.23024
O: 0.57627 -2.63078 0.12004
H: -1.23346 3.15113 0.11779
H: -0.86899 1.33461 -0.20058
H: -0.91820 -1.27447 0.26243
H: -1.38072 -3.09557 0.30453

Mulliken population analysis, charges in e, atoms 1 to 8: O -0.20; C 0.15; O -0.36; C 0.07; C 0.10; O -0.36; H 0.27; H 0.05


No. 2
Density functional theory data (ωB97M-V with the def2-TZVPD basis set) for an isolated molecule of C3H4O3.

Properties
Electronic energy (hartree): -342.42724
Relative energy (zero: lowest compared OMol25 entry of this formula, charge and spin) (kJ/mol): 75.3
SMILES: O=C1OCCO1
Kohn-Sham gap (eV): 11.589
LUMO energy (eV): 0.728

Cartesian coordinates (Å):
O: -0.44915 0.84488 2.39293
C: -0.17184 0.75194 1.23987
O: -1.04413 0.87096 0.20419
C: -0.66782 -0.15108 -0.71162
C: 0.83325 -0.38524 -0.38672
O: 1.05490 0.44455 0.75059
H: -1.28380 -1.02511 -0.47840
H: -0.86901 0.17330 -1.73293
H: 1.04511 -1.40708 -0.06002
H: 1.51072 -0.11269 -1.19861

Mulliken population analysis, charges in e, atoms 1 to 8: O -0.48; C 0.63; O -0.33; C -0.23; C -0.23; O -0.32; H 0.23; H 0.26


No. 3
Density functional theory data (ωB97M-V with the def2-TZVPD basis set) for an isolated molecule of C3H4O3.

Properties
Electronic energy (hartree): -342.40015
Relative energy (zero: lowest compared OMol25 entry of this formula, charge and spin) (kJ/mol): 146.5
SMILES: O=CC(O)C=O
Kohn-Sham gap (eV): 10.593
LUMO energy (eV): 0.182

Cartesian coordinates (Å):
O: -0.96030 1.17178 -0.61831
C: -0.46963 -0.02816 -0.12280
C: -0.25503 -0.07238 1.38672
O: 0.04406 -1.12020 1.90741
C: 0.86260 -0.37248 -0.77210
O: 1.28629 0.29222 -1.68745
H: -0.39894 1.38345 -1.38779
H: -1.14420 -0.87952 -0.32157
H: -0.36201 0.86476 1.96557
H: 1.39717 -1.23947 -0.34969

Mulliken population analysis, charges in e, atoms 1 to 8: O -0.55; C 0.19; C -0.07; O -0.47; C 0.03; O -0.51; H 0.36; H 0.26